(1)
DFT (ωB97M-V/def2-TZVPD) results for C16H17F8N3OS as an isolated structure in a non-equilibrium geometry.

Cartesian coordinates (Å):
N (-0.14532, 3.72835, -1.01472)
C (-1.20203, 3.34340, -0.06355)
C (-0.68215, 3.34498, 1.39004)
C (0.08580, 2.04088, 1.64065)
C (-0.71761, 0.76642, 1.82057)
C (-0.04254, -0.37240, 2.06758)
C (1.47235, -0.46092, 2.19526)
C (2.28056, 0.00961, 0.97484)
O (1.54018, -0.11196, -0.23424)
C (2.31263, -0.76792, -1.22119)
C (1.59922, -0.63221, -2.55562)
F (2.31476, -1.28556, -3.49651)
F (1.61994, 0.68666, -2.89361)
C (0.11209, -1.05278, -2.57093)
F (-0.29861, -0.96444, -3.86683)
F (-0.66182, -0.21725, -1.87548)
C (-0.18146, -2.50225, -2.10466)
F (0.06937, -2.67796, -0.79882)
F (-1.51728, -2.66820, -2.24930)
C (0.49812, -3.58810, -2.97893)
F (-0.26994, -4.69826, -2.96313)
F (1.70034, -3.91450, -2.45510)
C (-0.74440, -1.60761, 2.26516)
C (-2.05466, -1.75281, 2.23667)
C (-2.84146, -0.60778, 1.99505)
N (-4.14108, -0.50061, 1.94578)
S (-4.49156, 1.05338, 1.66954)
N (-3.00126, 1.62859, 1.59587)
C (-2.14157, 0.64451, 1.78333)
H (0.72623, 3.24775, -0.81924)
H (-0.43219, 3.39923, -1.93070)
H (-1.49108, 2.30615, -0.28027)
H (-2.08778, 3.96638, -0.19414)
H (-0.03834, 4.22776, 1.46878)
H (-1.50304, 3.46735, 2.09191)
H (0.74385, 1.90300, 0.78149)
H (0.76318, 2.17485, 2.49420)
H (1.79027, 0.02732, 3.12197)
H (1.69582, -1.52474, 2.32950)
H (2.49699, 1.07516, 1.10953)
H (3.25498, -0.48541, 0.96242)
H (2.38619, -1.82301, -0.92789)
H (3.31760, -0.34691, -1.33085)
H (0.61581, -3.27480, -4.01800)
H (-0.16752, -2.50113, 2.48421)
H (-2.54158, -2.70220, 2.41940)

The HOMO-LUMO gap is 8.513 eV. Its net charge is 0. For the LUMO energy, the calculation gives -0.276 eV. As for the spin multiplicity: 1. The value obtained for the molecular weight is 451.383 g mol⁻¹.

(2)
DFT (ωB97M-V/def2-TZVPD) results for C19H29Cl2NO2Os as an isolated structure in a non-equilibrium geometry.

Cartesian coordinates (Å):
C (0.73766, -1.88412, -2.79083)
C (1.55818, -0.71026, -2.94499)
C (0.69973, 0.46380, -2.86424)
C (3.03739, -0.66791, -3.15679)
C (-0.64492, -0.00621, -2.68573)
C (-0.63561, -1.44622, -2.63974)
C (-1.83982, -2.33605, -2.62569)
C (1.17891, -3.31160, -2.89756)
C (1.11009, 1.88978, -3.08061)
C (-1.86965, 0.85768, -2.73107)
Os (0.63469, -0.58060, -0.97856)
Cl (1.87537, 1.01262, -0.09389)
Cl (2.39958, -1.96036, -0.11568)
O (-0.96292, 0.00023, -0.06999)
H (3.48667, -1.61625, -2.87191)
H (3.50137, 0.12958, -2.59021)
H (3.21060, -0.47700, -4.23013)
H (2.07692, 2.06885, -2.64889)
H (0.37230, 2.54480, -2.63825)
H (1.16535, 2.10621, -4.15409)
H (-1.67582, 1.80618, -2.20961)
H (-2.70265, 0.35365, -2.24949)
H (-2.14262, 1.09558, -3.76452)
H (-2.68999, -1.80472, -2.20473)
H (-1.63925, -3.21939, -2.03829)
H (-2.06181, -2.60424, -3.65016)
H (2.17779, -3.42123, -2.49809)
H (1.17650, -3.59535, -3.95381)
H (0.49352, -3.94229, -2.35210)
H (-0.65124, -0.17542, 0.93801)
O (-0.44011, -2.95796, 0.09552)
H (-1.23087, -2.39015, 0.27482)
C (-2.64205, 1.96174, 2.34701)
N (-1.42769, 2.58727, 2.82451)
C (-1.47832, 3.18985, 4.11441)
C (-0.16143, 2.17991, 2.29864)
C (0.33944, 0.88145, 2.85289)
C (1.02082, 0.84893, 4.07375)
C (1.38313, -0.40142, 4.64841)
C (1.07898, -1.58911, 3.94172)
C (0.44516, -1.52835, 2.69385)
C (0.07322, -0.30908, 2.18651)
H (-3.49283, 2.56570, 2.68772)
H (-2.76108, 0.94202, 2.71718)
H (-2.62149, 1.92706, 1.24347)
H (-1.40334, 2.45159, 4.94434)
H (-0.63199, 3.89654, 4.21556)
H (-2.43397, 3.72933, 4.22648)
H (-0.27649, 2.07715, 1.21399)
H (0.55319, 2.97016, 2.54244)
H (1.25181, 1.79217, 4.57856)
H (1.87553, -0.41935, 5.59209)
H (1.34955, -2.54676, 4.36590)
H (0.25448, -2.42845, 2.11186)

The HOMO-LUMO gap (alpha / beta) is 3.132 / 4.460 eV. Its net charge is -2. For the LUMO energy (alpha / beta), the calculation gives 4.551 / 4.526 eV. As for the spin multiplicity: 5. As for the expectation value of S²: 6.02. The value obtained for the molecular weight is 564.582 g mol⁻¹.

(3)
DFT (ωB97M-V/def2-TZVPD) results for C39H46N7O2SSeSiSr as an isolated structure in a non-equilibrium geometry.

Cartesian coordinates (Å):
Sr (0.93612, -0.27641, 0.67656)
C (-6.98498, 2.27944, 1.19447)
C (-5.62530, 2.00641, 0.61534)
C (-5.17541, 2.60890, -0.52298)
C (-3.85399, 2.43728, -1.02522)
C (-3.52488, 3.10731, -2.21003)
N (-2.33996, 3.46268, -2.67059)
C (-1.11668, 3.68337, -1.90176)
C (-1.27126, 4.91005, -0.99425)
C (0.06945, 5.52900, -0.60685)
N (0.73960, 4.72354, 0.40424)
C (0.73952, 5.03728, 1.67095)
C (1.00077, 4.13117, 2.72069)
C (1.11278, 4.59157, 4.05213)
C (1.21409, 3.73680, 5.11870)
C (1.45540, 4.21758, 6.52203)
C (1.12846, 2.35512, 4.84464)
C (1.05255, 1.85166, 3.56948)
C (1.17035, 0.38481, 3.40593)
N (2.16772, -0.17362, 2.73848)
C (1.92428, -1.67526, 2.79124)
C (0.50882, -2.27187, 1.92254)
C (-0.69417, -1.19606, 2.26081)
N (-1.50543, -0.49868, 1.17466)
C (-2.64837, -0.08799, 1.55746)
C (-3.47842, 0.83147, 0.80498)
C (-4.73255, 1.12186, 1.26931)
C (-2.95802, 1.46219, -0.41271)
O (-1.87842, 1.13111, -0.91162)
C (1.05284, 2.72777, 2.42586)
O (1.04918, 2.29775, 1.22991)
H (-7.61731, 2.80435, 0.47973)
H (-6.91742, 2.89677, 2.09282)
H (-7.49194, 1.35456, 1.47378)
H (-5.83370, 3.29630, -1.04653)
H (-4.34570, 3.38092, -2.86889)
H (-2.32928, 3.82314, -3.61217)
H (-0.31481, 3.85496, -2.62115)
H (-0.87082, 2.76711, -1.36594)
H (-1.81150, 4.64944, -0.08053)
H (-1.86461, 5.66551, -1.51518)
H (-0.07630, 6.52807, -0.19447)
H (0.71830, 5.60877, -1.48064)
H (0.92853, 3.71562, 0.23180)
H (0.48601, 6.06742, 1.91231)
H (1.13430, 5.66289, 4.22598)
H (1.27872, 5.28891, 6.60606)
H (2.48694, 4.02961, 6.82557)
H (0.80574, 3.71096, 7.23679)
H (1.15098, 1.66240, 5.68157)
H (0.83951, -0.19404, 4.27656)
H (1.66691, -1.93773, 3.81968)
H (2.77751, -2.28491, 2.50949)
H (0.30852, -3.24290, 2.35750)
H (0.70549, -2.43807, 0.79892)
H (-0.06351, -0.13244, 2.49576)
H (-1.17958, -1.44060, 3.20343)
H (-3.04338, -0.39786, 2.53278)
H (-5.07022, 0.62854, 2.17810)
N (-2.33638, -4.55985, -1.71594)
C (-3.60072, -4.18416, -1.20839)
C (-4.71868, -4.22236, -2.02574)
C (-5.95587, -3.82707, -1.53695)
C (-6.06988, -3.34652, -0.24316)
C (-4.94289, -3.27836, 0.56429)
C (-3.71731, -3.73003, 0.10203)
S (-2.28898, -3.65465, 1.13895)
N (-1.02520, -3.60708, 0.00225)
C (-1.18256, -4.02753, -1.18335)
C (0.00206, -3.90011, -2.08679)
C (0.43984, -4.96520, -2.85888)
C (1.58166, -4.79069, -3.62850)
C (2.22522, -3.56727, -3.59798)
C (1.71052, -2.56101, -2.78796)
N (0.62376, -2.71830, -2.03684)
H (-2.31052, -4.72358, -2.71039)
H (-4.62139, -4.57488, -3.04588)
H (-6.82530, -3.88209, -2.17749)
H (-7.02862, -3.02223, 0.13740)
H (-5.01859, -2.89024, 1.57337)
H (-0.08603, -5.91128, -2.84260)
H (1.96298, -5.60219, -4.23401)
H (3.11539, -3.38752, -4.18448)
H (2.18393, -1.58605, -2.71947)
C (1.14368, 1.79948, -4.71130)
Si (2.50465, 1.98500, -3.41940)
C (4.10246, 1.11724, -3.91054)
C (2.82264, 3.79701, -2.96608)
Se (1.73427, 0.99179, -1.53683)
H (1.50929, 1.69823, -5.73482)
H (0.45452, 2.64727, -4.67403)
H (0.56393, 0.91176, -4.45444)
H (4.90465, 1.82158, -4.13923)
H (3.96936, 0.46185, -4.77374)
H (4.42525, 0.50419, -3.06895)
H (3.86935, 4.06716, -3.12005)
H (2.61528, 3.91994, -1.90217)
H (2.21035, 4.50220, -3.53422)

The HOMO-LUMO gap is 5.923 eV. Its net charge is +1. For the LUMO energy, the calculation gives -3.056 eV. The value obtained for the energy above the lowest of the compared OMol25 structures with the same formula, charge and spin is 140.79 kcal per mole. As for the spin multiplicity: 1. The value obtained for the molecular weight is 871.577 g mol⁻¹.

(4)
DFT (ωB97M-V/def2-TZVPD) results for one molecule with the formula C4H12N2OS in a non-equilibrium geometry.

Cartesian coordinates (Å):
N (0.04453, 2.29617, 0.12592)
C (0.79501, 1.07530, -0.12302)
C (-0.18130, -0.03986, -0.39119)
C (-0.31446, -0.37189, -1.88461)
S (-1.34199, 0.84662, -2.91980)
N (0.21137, -1.31700, 0.32070)
C (-0.22222, -1.34493, 1.69121)
O (0.66724, -2.05125, 2.48875)
H (0.46629, 3.15911, 0.00661)
H (-0.50184, 2.30516, 0.91559)
H (1.61555, 1.21927, -0.93785)
H (1.66320, 0.73840, 0.73757)
H (-1.14302, 0.24880, 0.09595)
H (0.62626, -0.25526, -2.36623)
H (-0.71197, -1.33981, -2.05782)
H (-2.02896, 1.36908, -1.85210)
H (0.46554, -2.08926, -0.12126)
H (-1.16010, -1.92354, 1.89761)
H (-0.45360, -0.34597, 2.24427)
H (1.50445, -2.17913, 2.12969)

The HOMO-LUMO gap is 9.675 eV. Its net charge is 0. For the LUMO energy, the calculation gives 0.933 eV. The value obtained for the energy above the lowest of the compared OMol25 structures with the same formula, charge and spin is 66.51 kcal per mole. As for the spin multiplicity: 1. The value obtained for the molecular weight is 136.220 g mol⁻¹.

(5)
DFT (ωB97M-V/def2-TZVPD) results for a 2-piece molecular cluster, C4H11NO3 overall in a non-equilibrium geometry.

Cartesian coordinates (Å):
C (0.93147, -0.18411, -2.17603)
C (0.08961, 0.73995, -1.14004)
O (-1.32294, 0.49552, -1.18548)
C (0.51487, 0.29234, 0.29342)
N (-0.31852, 1.05439, 1.18945)
C (-0.13614, 0.89005, 2.62103)
O (0.81458, 0.19910, 3.09328)
H (1.83387, 0.33106, -2.15205)
H (0.39944, 0.01684, -3.13215)
H (0.93185, -1.31942, -1.96889)
H (0.06527, 1.89813, -1.39009)
H (-1.50630, -0.28466, -1.77126)
H (0.31261, -0.80076, 0.25530)
H (1.56450, 0.53114, 0.53094)
H (-1.22157, 1.32101, 0.71806)
H (-0.71576, 1.69949, 3.02258)
O (-0.74046, -2.70832, 0.99261)
H (-0.79127, -2.15075, 1.83555)
H (-0.70511, -2.02101, 0.36379)

The HOMO-LUMO gap is 10.488 eV. Its net charge is 0. For the LUMO energy, the calculation gives 0.606 eV. The value obtained for the energy above the lowest of the compared OMol25 structures with the same formula, charge and spin is 62.87 kcal per mole. As for the spin multiplicity: 1. The value obtained for the molecular weight is 121.136 g mol⁻¹.

(6)
DFT (ωB97M-V/def2-TZVPD) results for C4H4N4O3S as an isolated structure in a non-equilibrium geometry.

Cartesian coordinates (Å):
C (0.40927, -1.19899, -0.36557)
C (-0.26963, -1.15532, 0.87323)
C (0.39621, 0.09038, -0.84662)
C (1.35113, 3.97088, 0.81603)
N (-0.71922, 0.11747, 1.05843)
N (0.34984, 3.26499, 0.63852)
N (-0.33412, 0.85451, 0.00316)
N (-0.61191, 2.15733, -0.14119)
O (2.12972, 4.78834, 0.98150)
O (-3.34398, -0.81369, 1.57642)
O (-3.05587, 1.49163, 0.84576)
S (-2.79610, 0.50289, 1.84154)
H (0.89384, -2.05954, -0.83242)
H (-0.85703, -1.90522, 1.39471)
H (0.73884, 0.24141, -1.73532)
H (-1.60672, 2.42578, 0.19804)

The HOMO-LUMO gap is 9.143 eV. Its net charge is 0. For the LUMO energy, the calculation gives -0.837 eV. The value obtained for the energy above the lowest of the compared OMol25 structures with the same formula, charge and spin is 0.00 kcal per mole. As for the spin multiplicity: 1. The value obtained for the molecular weight is 188.168 g mol⁻¹.

(7)
DFT (ωB97M-V/def2-TZVPD) results for a 2-piece molecular cluster, C3H6N2O overall.

Cartesian coordinates (Å):
N (-1.34456, 0.59806, -1.93377)
C (-1.83655, 0.38782, -0.82806)
N (-2.36408, 0.36236, 0.27474)
H (-0.46686, 0.13854, -2.14562)
H (-2.97175, -0.41832, 0.49021)
C (1.47137, 0.37331, 0.26362)
C (1.01005, -0.84358, 1.01728)
O (0.02596, -1.49163, 0.74990)
H (0.74451, 0.67104, -0.49281)
H (2.43409, 0.15633, -0.21518)
H (1.63379, 1.20635, 0.95544)
H (1.66403, -1.14029, 1.86425)

The HOMO-LUMO gap is 11.028 eV. Its net charge is 0. For the LUMO energy, the calculation gives 0.934 eV. The value obtained for the energy above the lowest of the compared OMol25 structures with the same formula, charge and spin is 42.67 kcal per mole. As for the spin multiplicity: 1. The value obtained for the molecular weight is 86.094 g mol⁻¹.

(8)
DFT (ωB97M-V/def2-TZVPD) results for C23H33N3P2STl as an isolated structure in a non-equilibrium geometry.

Cartesian coordinates (Å):
C (3.87166, 3.18300, -0.39864)
C (2.56240, 3.02743, 0.03403)
C (1.50261, 3.05888, -0.94408)
C (1.82347, 2.77094, -2.29892)
C (3.15551, 2.86813, -2.71001)
C (4.16256, 3.14491, -1.77456)
C (0.72098, 2.25471, -3.15845)
C (-0.62254, 2.77408, -2.76412)
C (-0.81914, 3.09075, -1.39445)
C (-2.16590, 3.07281, -0.87459)
C (-3.23599, 3.15739, -1.75802)
C (-2.99960, 3.09155, -3.14314)
C (-1.71701, 2.82110, -3.63396)
H (4.66858, 3.33235, 0.34500)
H (3.39446, 2.77562, -3.76756)
H (5.18757, 3.31146, -2.10118)
H (0.91028, 2.42455, -4.21884)
H (-4.24950, 3.29246, -1.36012)
H (-3.84013, 3.20842, -3.82663)
H (-1.54693, 2.69896, -4.70135)
N (0.21877, 3.21687, -0.52407)
Tl (0.44768, -1.63139, -1.75518)
C (2.19303, 2.67127, 1.43577)
H (1.42550, 3.35150, 1.82285)
H (3.06036, 2.63586, 2.10819)
C (-2.32774, 2.83467, 0.59046)
H (-1.75433, 3.56096, 1.17850)
H (-3.38091, 2.81230, 0.90379)
P (1.40004, 0.96311, 1.35374)
P (-1.55471, 1.15027, 0.93428)
C (-2.94740, 0.12700, 0.28714)
H (-2.69912, -0.92790, 0.42960)
H (-3.85384, 0.39109, 0.84849)
H (-3.10329, 0.31568, -0.77945)
C (-1.97745, 1.02398, 2.71056)
H (-3.06692, 1.13880, 2.81364)
H (-1.66291, 0.03272, 3.05928)
H (-1.45487, 1.80253, 3.27743)
C (2.88641, 0.00673, 0.84436)
H (3.71435, 0.22038, 1.54151)
H (2.64653, -1.06549, 0.87586)
H (3.20242, 0.27064, -0.17484)
C (1.47673, 0.53550, 3.12526)
H (1.24695, -0.53323, 3.21098)
H (2.49236, 0.73938, 3.49375)
H (0.73904, 1.11672, 3.69121)
H (0.68970, 1.09091, -3.03975)
H (0.61184, -0.58199, -3.21152)
S (-0.31078, -2.17660, 0.62504)
C (-0.29442, -3.89009, 0.32550)
N (0.79519, -4.44811, -0.26356)
C (0.79582, -5.87315, -0.64272)
C (-0.58171, -6.20983, -1.17881)
C (-1.63926, -5.93548, -0.13207)
N (-1.37196, -4.65445, 0.54371)
H (1.67925, -4.02913, 0.02409)
H (1.04599, -6.48827, 0.23157)
H (1.56952, -6.00480, -1.40062)
H (-0.61715, -7.26371, -1.46704)
H (-0.79319, -5.61430, -2.07531)
H (-1.64207, -6.72952, 0.62451)
H (-2.64211, -5.87612, -0.56750)
H (-2.12983, -4.20873, 1.05541)

The HOMO-LUMO gap is 3.485 eV. Its net charge is +1. For the LUMO energy, the calculation gives -5.028 eV. The value obtained for the energy above the lowest of the compared OMol25 structures with the same formula, charge and spin is 80.75 kcal per mole. As for the spin multiplicity: 1. The value obtained for the molecular weight is 649.936 g mol⁻¹.

Q: Which value of net charge does entry 8 give?
A: +1

Q: Look up the molecular weight of the third one.
A: 871.577 g mol⁻¹